{"formula": "C5H8O", "method": "ωB97M-V/def2-TZVPD", "homo_ev": -9.308, "de_lowest_ev": 1.259, "energy_ha": -270.5116, "smiles": "C1=CCOCC1", "homo_lumo_gap_ev": 10.42, "mol_weight_g_mol": 84.1, "symbols": ["C", "C", "C", "C", "C", "O", "H", "H", "H", "H", "H", "H", "H", "H"], "coordinates": [[0.343, -0.068, 1.331], [0.372, -1.271, 0.376], [0.527, -0.659, -1.005], [-0.074, 0.504, -1.271], [-0.981, 1.174, -0.274], [-0.793, 0.747, 1.068], [0.259, -0.245, 2.413], [1.284, 0.443, 1.114], [1.212, -1.954, 0.565], [-0.567, -1.826, 0.491], [1.210, -1.097, -1.734], [0.087, 1.025, -2.212], [-2.031, 0.959, -0.538], [-0.849, 2.266, -0.323]], "forces_ev_per_angstrom": [[0.0, 0.0, -0.1], [0.0, 0.1, 0.0], [-0.2, 0.3, 0.0], [0.1, -0.3, 0.1], [0.1, 0.0, -0.2], [0.1, -0.1, 0.0], [0.2, -0.4, -0.5], [0.0, 0.5, 0.3], [-0.3, 0.2, 0.2], [0.1, -0.1, -0.2], [-0.3, 0.0, 0.2], [-0.1, -0.1, 0.1], [0.3, 0.1, 0.1], [0.0, -0.2, 0.0]]}